Entry 1:
The following is a DFT calculation (wB97M-V/def2-TZVPD) of C30H55N4OP2SV as an isolated structure.

The geometry in XYZ format:
```
94
Properties=species:S:1:pos:R:3:forces:R:3:lowdin_spin:R:1
C 2.261981 -1.264651 -1.017308 0.8 -0.2 -0.6 -0.002
C 1.406047 0.724759 -1.926532 -1.2 1.6 0.7 0.004
C 3.193274 -1.334086 -2.035239 -0.5 -0.9 0.8 0.006
C 2.092018 0.467704 -3.147465 0.7 0.2 0.0 0.006
C 3.070857 -0.501638 -3.141937 -0.6 1.1 -0.4 0.000
H 3.880435 -2.154750 -2.009504 0.4 -0.2 -0.1 0.000
H 1.999292 1.235841 -3.922755 0.2 -0.5 0.1 0.000
H 3.774472 -0.563732 -3.958508 -0.1 -0.2 -0.2 0.000
N 1.365825 -0.273132 -0.958224 -0.1 0.7 0.3 0.006
P 0.627099 -2.426602 0.910519 -0.2 -0.4 0.0 0.019
P 0.177427 2.361566 -0.005907 1.4 1.0 -0.9 0.025
C 2.238939 -2.318217 0.058284 0.3 -0.7 0.2 0.000
H 2.498024 -3.311817 -0.324668 0.0 0.2 -0.3 0.000
H 3.013888 -2.133264 0.813521 -0.2 0.3 0.0 0.000
C 0.932654 2.050202 -1.618434 -3.6 -3.8 -2.6 0.069
H 0.432430 2.545033 -2.485920 0.9 -0.2 0.6 0.003
C -1.509271 3.368008 0.047951 1.0 -0.2 -0.1 0.012
C 1.690813 3.587957 0.039376 -0.7 0.2 1.0 -0.003
C -0.431291 -3.572651 -0.183033 0.1 0.0 0.4 0.012
C 1.018836 -3.272387 2.567527 -0.2 0.1 -0.4 -0.001
C -2.622491 2.485735 0.617563 0.0 -0.1 0.1 0.003
H -2.401147 2.147486 1.638507 0.0 0.1 -0.3 0.001
H -3.551820 3.071483 0.665806 0.2 -0.1 -0.1 0.000
H -2.802911 1.608551 -0.012872 0.0 0.2 0.3 0.001
C -1.376942 4.584760 0.977677 -0.2 0.1 -0.1 0.001
H -1.112518 4.272281 1.999600 -0.1 0.2 -0.3 0.000
H -0.669909 5.342480 0.620333 -0.2 -0.3 0.2 0.000
H -2.359035 5.080362 1.031355 0.2 -0.2 0.0 0.000
C -1.877026 3.761533 -1.374994 -0.4 0.4 -0.1 0.002
H -2.778888 4.388060 -1.332738 0.0 -0.1 -0.1 0.001
H -1.114062 4.350103 -1.895853 -0.1 -0.2 0.1 0.000
H -2.126873 2.874721 -1.968076 0.2 0.3 0.2 0.001
C 1.818754 4.090704 1.459717 0.6 0.7 0.2 0.000
H 1.997132 3.246278 2.138967 0.1 0.2 -0.1 0.000
H 2.689246 4.756409 1.485225 -0.1 0.0 0.4 0.000
H 0.945858 4.648400 1.802716 0.2 -0.1 0.0 0.000
C 3.009330 2.868538 -0.327233 0.0 0.0 -0.2 0.003
H 3.161922 1.998898 0.326345 0.3 0.3 -0.1 0.000
H 3.026378 2.512532 -1.364263 0.0 0.2 0.5 0.001
H 3.853286 3.571890 -0.267481 -0.2 -0.1 0.5 0.000
C 1.411937 4.687824 -0.999699 0.3 0.2 0.0 -0.001
H 1.319626 4.251205 -2.002644 0.2 0.3 0.4 0.001
H 0.505346 5.271970 -0.804675 0.4 -0.1 0.0 0.000
H 2.272284 5.370568 -1.026477 -0.2 0.0 0.1 -0.001
C -0.317904 -3.645593 3.228052 0.0 -0.1 0.3 0.000
H -0.117918 -4.036012 4.239387 0.0 0.1 -0.3 0.000
H -0.974749 -2.767871 3.325506 0.2 -0.3 -0.1 0.000
H -0.863558 -4.423114 2.679992 0.2 0.2 0.2 0.000
C 1.748002 -2.257602 3.462690 -0.1 0.0 0.1 0.001
H 2.705969 -1.938100 3.033495 -0.2 0.0 0.1 0.000
H 1.138472 -1.365787 3.668410 0.2 -0.3 -0.1 0.001
H 1.964856 -2.745406 4.426374 -0.1 0.1 -0.2 0.000
C 1.929748 -4.503360 2.425034 0.0 -0.1 0.1 -0.001
H 2.862170 -4.261098 1.898510 -0.2 -0.1 0.1 0.000
H 2.195577 -4.840504 3.439121 0.0 0.1 -0.3 0.000
H 1.447134 -5.345403 1.919433 0.2 0.3 0.2 0.000
C -0.165879 -3.212185 -1.650769 0.0 0.2 -0.1 0.000
H 0.842452 -3.494005 -1.982478 -0.2 0.1 0.1 0.000
H -0.881966 -3.752895 -2.287502 0.1 0.1 0.2 0.000
H -0.303343 -2.138904 -1.829965 0.2 -0.3 0.0 0.000
C -1.914724 -3.303099 0.143370 -0.1 -0.1 -0.1 0.001
H -2.212821 -2.295419 -0.161761 0.1 -0.3 0.1 0.001
H -2.537864 -4.015735 -0.421013 0.2 0.1 0.2 0.000
H -2.144494 -3.402879 1.212918 0.1 -0.1 -0.3 0.000
C -0.120620 -5.061829 0.010247 -0.2 -0.1 -0.2 0.002
H 0.935660 -5.289787 -0.177924 -0.2 0.0 0.1 0.000
H -0.411221 -5.430824 0.999922 0.1 0.1 -0.3 0.000
H -0.711469 -5.623273 -0.730260 0.1 0.1 0.2 0.001
V 0.042541 -0.032166 0.690688 -2.1 -0.8 -1.6 2.318
C 1.496350 0.324745 1.671865 6.7 1.6 3.8 0.177
O 2.522635 0.556619 2.202089 -2.9 -0.6 -1.4 0.164
N -1.415966 -0.269978 -0.667606 -3.7 0.8 -5.2 0.003
C -1.981410 -0.083379 -1.700972 4.1 0.6 2.6 0.073
C -2.355440 0.192677 -3.156849 -0.1 0.3 -0.1 0.006
C -1.679135 1.292928 -4.043008 0.5 0.6 0.0 0.002
C -1.953495 -1.109147 -3.830423 0.2 -0.9 0.1 0.004
C -3.826559 0.531738 -2.970094 -0.7 0.1 0.2 0.003
H -1.805546 2.342397 -3.741626 -0.1 -0.5 0.2 0.000
H -0.602924 1.143967 -4.234273 -0.4 -0.2 0.5 0.000
H -2.135802 1.255751 -5.051792 -0.1 -0.4 0.6 0.000
H -2.209049 -1.956006 -3.204987 -0.2 -0.3 0.0 0.000
H -2.350688 -1.285349 -4.825844 -0.3 0.4 0.0 0.001
H -0.861845 -1.118519 -3.918398 -0.1 0.0 0.0 0.000
H -4.440925 0.601234 -3.858153 0.2 -0.2 -0.5 0.000
H -4.274112 -0.191729 -2.290022 -0.3 -0.1 -0.1 0.001
H -3.892844 1.511197 -2.485509 0.0 -0.1 0.0 0.000
N -0.024461 0.893091 4.263356 -0.1 -0.1 1.4 0.010
C -1.014652 0.019463 4.011307 -0.5 0.2 -0.4 0.021
N -1.561016 -0.642584 5.052588 0.9 0.9 0.4 0.008
S -1.647566 -0.256168 2.425793 0.0 0.0 1.4 0.030
H 0.268153 1.082513 5.239530 -0.3 -0.2 -1.1 0.000
H 0.328698 1.521254 3.559304 -0.2 -0.2 -0.1 0.002
H -2.337548 -1.247937 4.882791 -0.2 -0.2 0.0 0.000
H -1.330161 -0.382867 6.020887 -0.3 -0.3 -0.9 0.000
```
Forces are in eV/Å.

- Orbital gap (alpha / beta): 6.4469 / 5.3800 eV
- Highest occupied orbital energy (alpha / beta): -8.57 / -8.48 eV
- Total charge: +1
- E_LUMO (alpha / beta): -2.12 / -3.10 eV
- Spin multiplicity: 4
- Expectation value of S²: 3.78



Entry 2:
The following is a DFT calculation (wB97M-V/def2-TZVPD) of C14H28MnN3 as an isolated structure.

The geometry in XYZ format:
```
46
Properties=species:S:1:pos:R:3:forces:R:3:lowdin_spin:R:1
Mn -0.368300 0.002900 -0.026200 0.0 0.0 0.5 4.627
C -2.033300 -1.201700 1.285400 0.3 0.6 0.1 0.040
C -2.657900 -0.387000 0.296200 0.1 0.2 0.4 0.022
C -2.439800 0.985200 0.655000 0.3 -0.4 0.2 0.034
C -1.653000 1.017800 1.845900 -0.1 -0.6 -0.3 0.043
C -1.378300 -0.336600 2.223800 -0.5 0.2 -0.5 0.041
C -0.800400 -0.822300 3.518600 0.0 0.0 -0.2 0.006
C -1.366900 2.253900 2.647800 0.0 -0.2 -0.2 0.007
C -3.125200 2.164200 0.031100 0.1 -0.2 0.1 0.006
C -3.538300 -0.845500 -0.831000 0.2 0.2 0.1 0.008
C -2.198300 -2.677400 1.494900 0.1 0.2 -0.1 0.006
H -0.103700 -1.645300 3.357100 0.1 0.0 0.1 0.001
H -1.601300 -1.198500 4.156800 0.0 0.0 0.1 0.002
H -0.296700 -0.028700 4.063300 0.1 0.0 0.0 0.000
H -2.293800 2.791300 2.842800 0.0 0.1 0.0 0.002
H -0.698600 2.938200 2.122500 0.1 0.2 0.1 0.002
H -0.922800 2.007700 3.608200 0.1 0.0 0.0 0.000
H -4.048200 2.392600 0.570300 0.0 0.0 0.0 0.002
H -3.396000 1.958400 -1.003100 0.0 0.1 -0.1 0.000
H -2.502600 3.057600 0.069700 0.0 0.1 -0.1 0.000
H -4.552100 -0.469700 -0.698900 -0.1 0.0 -0.1 0.001
H -3.580900 -1.930000 -0.874700 0.0 -0.1 -0.1 0.000
H -3.169400 -0.470800 -1.788500 -0.2 -0.1 -0.1 0.002
H -2.875700 -2.861700 2.332100 0.0 0.0 0.0 0.002
H -1.250200 -3.154800 1.745800 0.0 -0.1 0.0 0.001
H -2.624200 -3.166700 0.622000 0.0 -0.1 0.0 0.000
N 0.472100 1.942100 -1.046100 -0.2 -0.1 0.1 0.040
C 1.913000 1.773400 -1.281400 0.4 0.0 0.1 0.005
C 2.598200 1.236400 -0.018800 -0.1 0.2 -0.3 0.004
N 1.987900 -0.005800 0.479400 -0.2 0.0 0.3 0.033
C 2.586900 -1.251100 -0.026300 -0.1 -0.2 -0.3 0.004
C 1.911700 -1.769500 -1.303300 0.4 0.0 0.2 0.005
N 0.463800 -1.913400 -1.097700 -0.2 0.1 0.1 0.040
H 0.013400 2.232700 -1.908500 0.0 0.0 0.2 0.003
H 0.343800 2.703000 -0.376000 -0.2 -0.2 -0.2 0.002
H 2.389100 2.725900 -1.553000 0.0 -0.2 0.0 0.001
H 2.042700 1.079200 -2.114700 0.0 0.1 0.0 0.000
H 2.503200 1.985600 0.772800 0.1 0.0 -0.1 0.000
H 3.665700 1.092900 -0.231200 -0.1 0.1 0.1 0.001
H 2.092000 -0.009900 1.492000 -0.1 0.0 -0.2 0.001
H 2.474800 -2.007900 0.756900 0.1 0.0 -0.1 0.000
H 3.659400 -1.119000 -0.225700 -0.1 -0.1 0.1 0.001
H 2.376800 -2.729000 -1.569800 0.0 0.2 0.0 0.001
H 2.072700 -1.075000 -2.130300 0.0 -0.1 0.0 0.000
H 0.303600 -2.693200 -0.457200 -0.2 0.2 -0.2 0.002
H 0.015800 -2.162200 -1.978200 0.0 0.0 0.2 0.003
```
Forces are in eV/Å.

- Orbital gap (alpha / beta): 7.2239 / 7.7883 eV
- Highest occupied orbital energy (alpha / beta): -9.82 / -10.56 eV
- Total charge: +1
- E_LUMO (alpha / beta): -2.60 / -2.77 eV
- Spin multiplicity: 6
- Expectation value of S²: 8.75



Entry 3:
The following is a DFT calculation (wB97M-V/def2-TZVPD) of a 4-piece molecular cluster, C5H14N2O3 overall.

The geometry in XYZ format:
```
24
Properties=species:S:1:pos:R:3:forces:R:3:lowdin_charge:R:1
C 1.545336 -0.783057 1.137532 2.5 0.9 0.0 -0.116
C 0.063661 -0.697810 1.320212 -1.6 -1.0 0.9 -0.201
C -0.671368 -0.386227 0.050149 0.9 0.7 0.0 -0.357
C -0.143216 0.265575 -1.031624 -0.1 -1.0 0.1 -0.091
N -1.101656 0.196416 -2.042804 -0.4 1.2 1.7 0.071
C -2.266134 -0.238126 -1.370795 1.4 -0.2 -2.0 -0.175
N -1.970693 -0.663607 -0.194341 -1.4 -0.6 0.9 0.098
H 2.175186 -1.257742 1.908115 -0.8 0.2 0.2 0.086
H 1.909866 0.243193 1.052164 0.1 0.2 0.5 0.040
H 2.060762 -1.151152 0.230346 -1.4 -0.6 -0.1 0.075
H -0.403017 -1.526570 1.879818 0.3 -0.9 -1.2 0.119
H -0.257953 -0.049075 2.145080 0.7 1.2 -0.5 0.114
H 0.819300 0.734166 -1.038951 0.3 0.0 -0.8 0.103
H -1.006565 0.756873 -2.877388 -0.4 -0.2 0.0 0.139
H -3.211048 -0.310201 -1.889381 0.0 -0.1 0.1 0.116
H 2.543870 2.370422 0.910713 -1.3 0.0 -0.2 0.052
H 0.935458 2.424823 0.552585 0.4 -0.4 0.6 0.009
O 1.813096 2.789104 0.412803 0.9 0.5 -0.4 -0.066
H 1.693157 -2.731251 -1.883085 0.0 -0.5 -0.1 0.036
H 0.776449 -2.942373 -0.739127 -0.3 -0.2 0.2 0.010
O 1.255018 -3.450884 -1.401075 0.2 0.7 -0.2 -0.060
H -1.525202 1.888227 0.571325 -0.6 0.0 0.3 0.014
H -2.898215 2.489964 0.980068 -0.3 0.2 -0.3 0.031
O -2.136090 2.029316 1.317651 0.9 -0.1 0.1 -0.049
```
Forces are in eV/Å.

- Orbital gap: 9.4459 eV
- Highest occupied orbital energy: -9.02 eV
- Total charge: 0
- SMILES: CCc1c[nH]cn1.O.O.O
- E_LUMO: 0.42 eV



Entry 4:
The following is a DFT calculation (wB97M-V/def2-TZVPD) of one molecule with the formula C19H28N2OS2.

The geometry in XYZ format:
```
52
Properties=species:S:1:pos:R:3:forces:R:3:lowdin_charge:R:1
C 3.171759 1.098493 2.091720 0.2 -0.1 0.2 -0.127
C 3.558583 -0.192288 2.802015 -0.3 0.1 -0.2 -0.267
C 2.532595 -1.296580 2.559734 0.5 -0.1 0.3 -0.253
C 2.950238 -2.613034 3.209079 -0.4 0.0 0.0 -0.217
C 1.915904 -3.730591 3.063516 0.3 -0.1 -0.1 -0.206
C 1.642307 -4.121742 1.604342 -0.2 0.0 0.3 -0.221
C 0.327919 -3.550970 1.069186 0.2 -0.2 0.0 -0.266
C 0.260439 -3.653827 -0.442076 0.3 0.4 0.0 -0.304
H -0.733302 -3.454965 -0.838423 0.0 0.1 -0.1 0.097
H 0.607497 -4.621862 -0.801489 0.1 0.0 -0.1 0.096
S 1.423679 -2.397037 -1.164618 -1.5 0.1 0.6 0.937
O 1.557735 -2.762812 -2.587268 0.5 -0.3 -1.0 -0.531
C 0.257969 -1.034907 -1.151611 0.4 0.1 0.3 -0.628
C -0.525343 -0.636694 -2.199515 0.2 -0.5 0.4 -0.357
N -0.690000 -1.348732 -3.358815 -0.1 0.0 -0.4 0.130
H -0.964219 -0.811391 -4.166014 0.0 0.0 0.0 0.091
H 0.055282 -2.019239 -3.523544 -0.1 0.0 -0.1 0.064
C -1.252411 0.563737 -1.887878 0.0 0.3 0.4 -0.166
C -2.159240 1.299453 -2.652028 0.1 0.0 0.2 0.059
C -2.725749 2.424724 -2.091833 0.0 -0.2 -0.1 -0.166
C -2.364269 2.794084 -0.783550 0.0 -0.1 -0.1 -0.240
N -1.502328 2.118819 -0.048433 0.1 0.1 0.5 0.125
C -0.969444 1.040082 -0.591668 0.0 -0.4 -0.5 -0.522
S 0.171405 0.030787 0.239297 0.0 0.1 -0.1 1.048
C -3.010866 4.015651 -0.220284 0.0 0.1 0.0 -0.128
C -2.919668 5.188823 -1.208300 0.0 0.0 0.1 -0.177
C -3.183866 4.774308 -2.668237 -0.1 0.0 -0.1 -0.182
C -3.687870 3.330752 -2.789552 0.1 0.1 -0.1 -0.148
H -3.790162 3.055004 -3.840645 -0.1 0.0 0.0 0.115
H -4.672898 3.249201 -2.320737 -0.1 0.0 -0.1 0.123
H -3.910937 5.446874 -3.125360 0.1 0.0 0.0 0.105
H -2.258717 4.854946 -3.242486 0.0 0.0 0.0 0.112
H -1.922817 5.625392 -1.134786 0.0 0.1 0.0 0.109
H -3.632957 5.954147 -0.899077 0.1 0.0 0.0 0.105
H -4.063641 3.785892 -0.030143 0.0 0.0 0.1 0.123
H -2.544568 4.274893 0.729335 -0.1 -0.1 0.0 0.116
H -2.417442 0.989448 -3.655736 -0.1 0.0 -0.1 0.120
H -0.511001 -4.091184 1.514924 0.0 0.1 0.0 0.122
H 0.233171 -2.502463 1.357289 -0.1 0.0 0.1 0.065
H 1.606616 -5.209562 1.513599 0.0 0.0 -0.1 0.113
H 2.466143 -3.774000 0.977849 0.1 -0.1 0.0 0.092
H 2.284511 -4.601070 3.610067 -0.1 0.0 0.1 0.105
H 0.982382 -3.421976 3.537951 -0.1 0.0 0.1 0.111
H 3.126920 -2.441160 4.273994 0.1 0.0 0.0 0.112
H 3.895038 -2.944083 2.770833 0.1 0.0 0.0 0.116
H 1.567155 -0.980388 2.960422 -0.1 0.0 0.0 0.113
H 2.417987 -1.433435 1.483081 -0.1 0.0 -0.1 0.069
H 3.645731 -0.006455 3.875193 0.1 -0.1 0.0 0.108
H 4.536426 -0.523901 2.444494 0.1 0.0 0.1 0.110
H 3.899893 1.881014 2.292949 0.0 0.1 0.0 0.067
H 2.195002 1.439890 2.426312 -0.1 0.1 0.0 0.065
H 3.123429 0.939940 1.016923 0.0 0.1 -0.1 0.059
```
Forces are in eV/Å.

- Orbital gap: 8.2550 eV
- Highest occupied orbital energy: -7.74 eV
- Total charge: 0
- E_LUMO: 0.51 eV



Energy above the lowest of the compared OMol25 structures with the same formula, charge and spin, record by record: 48.8, 6.3, 44.6, 4.9 kcal per mole
Largest force on an atom, record by record: 7.91, 0.71, 2.62, 1.59 eV/Å